# C43H42IrP2

A structure of composition C43H42IrP2 (the ωB97M-V functional and the def2-TZVPD basis, the Open Molecules 2025 dataset).

Atoms and positions in Å:
Ir -0.752 -1.004 -1.541
C 0.098 -2.499 -2.592
C 0.678 -1.219 -2.928
C 0.184 -0.406 -4.082
C -1.352 -0.269 -4.146
C -2.065 -0.359 -2.846
C -2.487 -1.643 -2.252
C -2.358 -2.947 -2.987
C -0.918 -3.224 -3.473
C -1.588 0.642 1.946
H 0.731 -3.194 -2.028
H 1.746 -1.141 -2.693
H 0.564 -0.897 -4.982
H 0.671 0.571 -4.047
H -1.619 0.691 -4.612
H -1.761 -1.103 -4.722
H -2.681 0.484 -2.545
H -3.418 -1.606 -1.701
H -3.102 -3.057 -3.796
H -2.554 -3.738 -2.248
H -0.683 -4.301 -3.374
H -0.742 -2.942 -4.516
H -1.054 -0.302 1.984
H -2.570 0.497 2.426
H -0.983 1.391 2.476
P 1.798 0.101 -0.210
P -1.871 1.218 0.259
C 0.741 1.116 -1.260
C -0.611 1.460 -1.084
C 3.463 0.757 -0.288
C 4.036 1.057 -1.534
C 5.345 1.532 -1.581
C 6.098 1.714 -0.409
C 5.516 1.405 0.820
C 4.202 0.940 0.883
C 2.020 -1.714 -0.276
C 1.075 -2.542 0.378
C 1.180 -3.940 0.313
C 2.246 -4.534 -0.368
C 3.200 -3.715 -0.988
C 3.124 -2.319 -0.910
C -2.343 2.932 0.580
C -1.306 3.874 0.719
C -1.605 5.188 1.062
C -2.928 5.603 1.236
C -3.943 4.665 1.059
C -3.670 3.334 0.745
C -3.491 0.317 -0.077
C -3.530 -0.980 0.507
C -4.712 -1.715 0.596
C -5.877 -1.270 -0.034
C -5.820 -0.044 -0.715
C -4.667 0.769 -0.736
H 1.299 1.627 -2.060
H -0.957 2.209 -1.819
H 3.469 0.918 -2.457
H 5.788 1.762 -2.546
H 7.127 2.085 -0.456
H 6.076 1.513 1.748
H 3.735 0.721 1.839
H 0.258 -2.066 0.940
H 0.406 -4.566 0.772
H 2.306 -5.625 -0.432
H 4.033 -4.181 -1.523
H 3.926 -1.696 -1.323
H -0.267 3.564 0.577
H -0.792 5.891 1.192
H -3.154 6.647 1.471
H -4.975 4.973 1.178
H -4.487 2.618 0.674
H -2.604 -1.453 0.891
H -4.678 -2.658 1.151
H -6.767 -1.918 -0.022
H -6.725 0.265 -1.243
H -4.710 1.722 -1.286
C 1.200 0.268 1.407
C 1.488 0.356 2.603
C 1.945 0.270 3.942
C 2.923 -0.711 4.274
C 3.566 -0.641 5.510
C 3.203 0.352 6.433
C 2.181 1.268 6.139
C 1.536 1.222 4.900
H 3.218 -1.452 3.526
H 4.376 -1.344 5.731
H 3.733 0.422 7.386
H 1.905 2.053 6.848
H 0.766 1.954 4.623

Properties
LUMO energy (alpha / beta)   -5.352 / -8.949 eV
Multiplicity   6
ΔE to the lowest compared entry with this formula, charge and spin   0.000 eV
Orbital gap (alpha / beta)   4.851 / 4.839 eV
Net charge   +2

And the Mulliken charges, in e, turn out to be: number 1, Ir, carries 1.2553; number 2, C, carries -0.2032; number 3, C, carries 0.4317; number 4, C, carries -1.3770; number 5, C, carries -0.9550; number 6, C, carries -0.8690; number 7, C, carries 1.0587; number 8, C, carries -1.1721; number 9, C, carries -1.0452; number 10, C, carries -1.6843; number 11, H, carries -0.0022; number 12, H, carries 0.7796; number 13, H, carries 0.5700; number 14, H, carries 0.2675; number 15, H, carries 0.4802; number 16, H, carries 0.2784; number 17, H, carries 0.7545; number 18, H, carries 0.2232; number 19, H, carries 0.3915; number 20, H, carries 0.3403; number 21, H, carries 0.5052; number 22, H, carries 0.2719; number 23, H, carries 0.4090; number 24, H, carries 0.5499; number 25, H, carries 0.3574; number 26, P, carries 2.8258; number 27, P, carries 2.9129; number 28, C, carries -0.7336; number 29, C, carries -1.4016; number 30, C, carries 0.2180; number 31, C, carries -0.3327; number 32, C, carries -0.6882; number 33, C, carries -0.7117; number 34, C, carries -0.6461; number 35, C, carries -0.5089; number 36, C, carries 0.1626; number 37, C, carries -0.2114; number 38, C, carries -0.8095; number 39, C, carries -0.7623; number 40, C, carries -0.7794; number 41, C, carries -0.3721; number 42, C, carries 0.3415; number 43, C, carries -0.5996; number 44, C, carries -0.6395; number 45, C, carries -0.6683; number 46, C, carries -0.7468; number 47, C, carries -0.7655; number 48, C, carries 0.7386; number 49, C, carries -0.5056; number 50, C, carries -0.5386; number 51, C, carries -0.7239; number 52, C, carries -0.9887; number 53, C, carries -0.5188; number 54, H, carries 0.6079; number 55, H, carries 0.3698; number 56, H, carries 0.3001; number 57, H, carries 0.4457; number 58, H, carries 0.3938; number 59, H, carries 0.4427; number 60, H, carries 0.0830; number 61, H, carries 0.3130; number 62, H, carries 0.4490; number 63, H, carries 0.4175; number 64, H, carries 0.4312; number 65, H, carries 0.4876; number 66, H, carries 0.2642; number 67, H, carries 0.4416; number 68, H, carries 0.4054; number 69, H, carries 0.4409; number 70, H, carries 0.5105; number 71, H, carries -0.2217; number 72, H, carries 0.4382; number 73, H, carries 0.4219; number 74, H, carries 0.4280; number 75, H, carries 0.5880; number 76, C, carries -1.1452; number 77, C, carries 0.4206; number 78, C, carries 0.0839; number 79, C, carries -0.1660; number 80, C, carries -0.3911; number 81, C, carries -0.7515; number 82, C, carries -0.3322; number 83, C, carries -0.5740; number 84, H, carries 0.5157; number 85, H, carries 0.4439; number 86, H, carries 0.3977; number 87, H, carries 0.4356; number 88, H, carries 0.4413